(1)
15
Properties=species:S:1:pos:R:3:forces:R:3:nbo_charge:R:1 method="wB97M-V/def2-TZVPD" energy_ev=-15598.7653 spin_multiplicity=1 homo_lumo_gap_ev=6.18 total_charge=-1
C 1.646125 -1.531984 -2.257065 0.047 -0.320 0.299 -0.74
S 1.222251 0.011696 -1.376934 -0.018 -0.047 -0.247 -0.75
H 0.813421 -2.245938 -2.244769 -0.027 0.091 -0.063 0.17
H 1.960839 -1.428714 -3.301234 -0.047 0.251 0.018 0.16
H 2.464403 -2.025999 -1.725909 0.100 -0.080 -0.098 0.17
C -2.547892 0.540604 2.098621 -0.113 0.393 -1.397 -0.61
C -1.374317 0.660069 1.106532 -0.232 -1.153 -0.086 -0.22
N -0.101274 0.328462 1.707862 -0.281 -0.065 1.282 -0.87
H -2.723919 -0.519011 2.263975 0.286 -0.019 0.871 0.20
H -2.404118 1.183451 2.955729 0.003 -0.305 0.535 0.19
H -3.468585 0.846919 1.591808 -0.061 0.301 -0.036 0.18
H -1.565231 -0.111723 0.359295 0.000 0.133 -0.355 0.19
H -1.375065 1.578028 0.537127 0.127 0.523 0.149 0.18
H 0.224888 -0.570380 1.398441 0.299 0.189 -0.388 0.38
H 0.647731 0.993275 1.641388 -0.083 0.105 -0.483 0.37

(2)
15
Properties=species:S:1:pos:R:3:forces:R:3:mulliken_spin:R:1 method="wB97M-V/def2-TZVPD" energy_ev=-15592.7010 spin_multiplicity=2 homo_lumo_gap_ev="2.44 / 6.30" total_charge=-2
C 0.890079 3.061013 0.050612 -2.063 3.507 -0.068 0.07
S -0.610329 2.121967 0.611245 0.695 -0.345 -0.034 -0.03
H 0.407579 3.739929 -0.817688 1.757 -1.369 1.433 0.00
H 1.048906 3.822181 0.891426 0.159 -0.763 -1.059 -0.01
H 1.900422 2.709329 -0.203547 -0.591 -0.716 -0.173 -0.03
C -0.175490 -1.279297 0.329272 -2.348 -3.621 -1.149 0.07
N -0.272497 -2.891989 -0.104737 -0.499 3.486 2.339 -0.61
C 0.452506 -3.164612 -1.340691 0.861 2.667 -0.316 3.56
H -1.187312 -0.919938 0.674797 1.238 -0.538 0.020 0.09
H 0.605508 -1.240023 1.060585 0.424 0.773 0.104 0.05
H -0.048379 -0.872313 -0.639866 0.812 1.115 -0.346 0.04
H 0.071044 -3.237603 0.806414 0.292 -0.832 -1.428 -0.14
H 1.614177 -3.031525 -1.318437 -1.584 -0.472 0.096 -0.33
H 0.153886 -2.223967 -2.105715 0.449 -2.811 1.461 -0.18
H 0.104336 -4.156245 -1.629889 0.397 -0.081 -0.880 -1.55

(3)
15
Properties=species:S:1:pos:R:3:forces:R:3:mulliken_spin:R:1 method="wB97M-V/def2-TZVPD" energy_ev=-15592.6093 spin_multiplicity=2 homo_lumo_gap_ev="5.94 / 8.69"
C -1.634316 0.102032 -0.111916 1.726 -0.403 0.563 0.20
N -1.759734 0.814879 -1.379077 0.785 1.181 -0.059 0.00
H -2.081212 0.456959 0.813718 -0.473 0.378 -0.332 -0.02
H -1.629318 -1.013082 -0.095801 -0.465 1.004 -0.692 -0.02
H -2.635143 1.191433 -1.778118 0.034 -1.055 1.033 0.01
H -1.179760 1.680044 -1.332047 -0.319 -1.036 0.095 0.01
C 0.699719 -1.457347 -1.149567 -2.090 0.923 0.654 0.48
S 0.359303 0.451890 0.398287 -0.236 -0.828 -0.077 0.01
C 1.925753 -0.259705 1.852042 -1.741 -0.655 -0.572 0.35
H 0.120650 -2.399061 -1.008749 0.883 0.795 0.297 0.01
H 1.736656 -1.357597 -1.064976 1.359 -0.499 -0.013 -0.01
H 0.235404 -0.762543 -1.836674 0.108 -0.280 -0.292 0.00
H 1.408988 -0.020999 2.835944 0.969 -0.164 -1.384 -0.01
H 1.779577 -1.379485 1.597490 1.104 2.043 0.507 -0.02
H 2.866513 0.360054 1.606798 -1.644 -1.405 0.271 0.00

(4)
15
Properties=species:S:1:pos:R:3:forces:R:3:mulliken_spin:R:1 method="wB97M-V/def2-TZVPD" energy_ev=-15594.5986 spin_multiplicity=2 homo_lumo_gap_ev="7.23 / 9.06"
C 1.668416 -0.382522 -0.058607 -0.691 -0.178 0.651 0.28
N 2.515776 0.775855 -0.057833 -0.586 -0.052 -0.086 0.04
H 1.500045 -0.888241 -1.000969 0.681 0.038 -0.255 0.01
H 1.925622 -1.086665 0.734682 -0.092 0.012 -0.243 -0.01
H 1.869914 1.535499 -0.217685 0.354 0.623 -0.275 0.00
H 2.975638 0.970322 0.831082 -0.316 -0.391 -0.203 0.00
C -1.045403 -0.499020 -1.650696 0.514 1.376 3.472 -0.02
S -0.318207 0.077866 0.228226 -0.145 -1.065 -1.838 0.10
C -2.275899 -0.046859 1.291990 0.358 1.577 0.627 0.63
H -0.128431 -0.599152 -2.214692 -0.300 0.195 -0.430 0.00
H -1.689047 0.383708 -1.769784 0.463 -0.513 -0.723 0.00
H -1.624048 -1.405554 -1.520778 0.166 -0.088 -0.007 0.00
H -2.446813 -1.107060 1.333841 0.046 -0.194 0.414 -0.02
H -1.891916 0.525366 2.196766 -0.711 -1.235 -1.046 -0.01
H -3.072423 0.508791 0.788005 0.257 -0.106 -0.059 0.00

(5)
15
Properties=species:S:1:pos:R:3:forces:R:3:nbo_charge:R:1 method="wB97M-V/def2-TZVPD" energy_ev=-15590.8114 spin_multiplicity=1 homo_lumo_gap_ev=10.15 total_charge=+1 smiles=C[C@H]([NH3+])CS
C 1.514013 -0.006051 1.695719 -0.325 -1.857 2.996 -0.65
C 0.164088 0.076697 1.131003 -0.753 -0.533 -2.418 -0.03
N -0.256562 -1.363334 0.791907 -1.335 1.519 -2.757 -0.72
C 0.189866 0.835905 -0.290377 0.193 0.937 0.817 -0.58
S -0.799508 0.276103 -1.722255 -0.089 0.151 -0.286 -0.05
H 1.463372 -0.856261 2.455874 0.137 1.206 -0.331 0.22
H 1.594232 0.892115 2.255441 1.089 0.795 0.485 0.26
H 2.369436 -0.297418 1.135109 0.445 0.410 -1.193 0.25
H -0.528554 0.516296 1.897968 0.310 -0.552 -1.146 0.25
H -0.992854 -1.198607 -0.017372 1.732 -0.808 1.051 0.46
H 0.610665 -1.853514 0.487209 -1.155 -0.026 0.070 0.45
H -0.803864 -1.869568 1.450545 0.022 -0.622 1.298 0.44
H -0.318984 1.746818 -0.068247 0.117 1.008 0.214 0.25
H 1.229427 1.095455 -0.598966 -0.742 -0.535 0.377 0.25
H -1.242601 1.511075 -2.202902 0.353 -1.094 0.824 0.20

(6)
15
Properties=species:S:1:pos:R:3:forces:R:3:mulliken_spin:R:1 method="wB97M-V/def2-TZVPD" energy_ev=-15577.5798 spin_multiplicity=2 homo_lumo_gap_ev="11.44 / 8.00" total_charge=+2
C 1.002463 0.488236 -3.200948 0.157 -1.062 0.078 0.00
N 1.065893 0.075444 -1.989097 -0.609 0.816 0.011 0.00
H 1.923490 0.472326 -3.777135 0.025 0.846 -0.016 0.00
H 0.034411 0.687367 -3.648956 0.050 -0.279 -0.204 0.00
H 0.205900 -0.140291 -1.464333 0.774 0.346 -0.489 0.00
H 1.927837 0.182213 -1.456122 0.233 -0.853 -0.211 0.00
C 0.166623 -0.882780 2.095239 -1.486 -0.428 0.115 0.02
C -1.136866 -0.074554 1.878954 0.779 0.478 -0.453 -0.06
S -1.092767 0.741974 0.261095 -0.539 0.192 1.049 0.94
H 0.684849 -0.431403 2.935458 0.508 0.045 -0.343 0.01
H 0.729101 -0.998378 1.171502 0.401 0.082 0.244 -0.01
H -0.146980 -1.878387 2.411464 0.214 -0.056 -0.029 0.00
H -2.084513 -0.633481 1.813659 0.009 -0.091 0.230 0.08
H -1.208838 0.703641 2.644777 -0.525 0.117 -0.105 0.04
H -2.070597 1.688074 0.324449 0.008 -0.151 0.123 -0.01